# C36H39MnN3O2P3S3

C36H39MnN3O2P3S3 as an isolated structure at a distorted geometry (ωB97M-V with the def2-TZVPD basis set, OMol25).

Each line ends with the Löwdin spin population.
CARTESIAN COORDINATES (ANGSTROEM)
Mn  -0.5038  -0.6197  0.3548  4.0276
C  1.9508  1.7110  1.4030  -0.0020
N  1.6047  1.5713  -0.0254  -0.0116
P  1.9048  -0.1302  -0.3897  -0.0328
C  3.7352  -0.0065  -0.3135  -0.0065
C  4.4800  -1.0601  0.1984  -0.0002
C  5.8613  -0.9755  0.2558  -0.0003
C  6.5051  0.1614  -0.2040  0.0007
C  5.7656  1.2231  -0.7040  -0.0004
C  4.3871  1.1452  -0.7465  0.0002
C  1.7094  -0.2869  -2.2016  -0.0035
C  1.0290  -1.4410  -2.5841  -0.0027
C  0.8038  -1.7206  -3.9188  -0.0005
C  1.2461  -0.8347  -4.8865  -0.0085
C  1.9536  0.2975  -4.5141  -0.0004
C  2.2012  0.5700  -3.1804  -0.0073
P  -0.1190  1.7257  -0.2558  -0.0548
C  -0.1710  2.1986  -2.0291  -0.0018
C  0.6305  3.2053  -2.5572  -0.0002
C  0.4976  3.5739  -3.8818  -0.0003
C  -0.4345  2.9435  -4.6909  -0.0015
C  -1.2352  1.9424  -4.1693  -0.0010
C  -1.1061  1.5722  -2.8421  -0.0011
C  -0.3908  3.4296  0.3655  -0.0143
C  0.6086  4.3966  0.4540  -0.0015
C  0.3005  5.6787  0.8715  -0.0009
C  -1.0046  6.0078  1.2033  0.0008
C  -2.0035  5.0518  1.1173  -0.0002
C  -1.6964  3.7675  0.7043  -0.0014
H  3.0347  1.7863  1.4919  -0.0014
H  1.6074  0.8466  1.9924  0.0011
H  1.4919  2.6040  1.8221  -0.0001
H  3.9687  -1.9431  0.5581  -0.0005
H  6.4376  -1.7949  0.6632  -0.0001
H  7.5832  0.2247  -0.1685  0.0001
H  6.2667  2.1136  -1.0584  -0.0001
H  3.8057  1.9846  -1.0967  0.0001
H  0.6732  -2.1248  -1.8176  0.0030
H  0.2894  -2.6300  -4.1979  0.0002
H  1.0459  -1.0305  -5.9309  -0.0006
H  2.3128  0.9733  -5.2769  0.0001
H  2.7623  1.4488  -2.9072  -0.0004
H  1.3570  3.6963  -1.9288  0.0001
H  1.1139  4.3660  -4.2829  0.0000
H  -0.5371  3.2353  -5.7263  -0.0001
H  -1.9710  1.4549  -4.7907  0.0000
H  -1.7293  0.7929  -2.4201  0.0010
H  1.6285  4.1476  0.1980  -0.0002
H  1.0801  6.4259  0.9406  -0.0001
H  -1.2410  7.0108  1.5273  0.0001
H  -3.0202  5.3104  1.3771  -0.0001
H  -2.4685  3.0136  0.6253  -0.0009
C  -3.1531  -4.8238  -2.4301  0.0005
C  -3.8533  -4.3325  -1.1776  0.0004
O  -3.7281  -2.9226  -1.0513  0.0019
P  -2.7490  -2.2772  0.0652  0.0015
S  -3.1719  -0.3326  -0.1088  0.0531
S  -0.9303  -3.0745  -0.0298  0.0335
O  -3.3168  -2.8865  1.4647  -0.0003
C  -4.6578  -2.6567  1.8766  0.0010
C  -4.6672  -1.9343  3.2125  0.0002
H  -3.3184  -5.8897  -2.5474  0.0000
H  -2.0839  -4.6333  -2.3706  0.0004
H  -3.5513  -4.3092  -3.2992  0.0000
H  -3.4349  -4.8186  -0.2913  0.0003
H  -4.9267  -4.5438  -1.2245  0.0000
H  -5.1393  -3.6379  1.9649  0.0000
H  -5.1960  -2.0644  1.1247  0.0009
H  -4.0918  -2.4995  3.9423  0.0000
H  -5.6909  -1.8290  3.5637  0.0000
H  -4.2217  -0.9482  3.1034  0.0001
N  -2.3080  0.8743  2.7580  -0.0002
C  -1.5097  -0.0751  3.2689  0.0014
N  -0.6148  -0.7139  2.5747  0.0246
C  0.0640  -1.6346  3.3404  0.0038
C  1.0675  -2.4844  2.8893  0.0011
C  1.6550  -3.3520  3.7873  0.0000
C  1.2664  -3.3811  5.1241  0.0002
C  0.2618  -2.5485  5.5866  0.0002
C  -0.3302  -1.6827  4.6878  0.0009
S  -1.6014  -0.5144  4.9753  0.0018
H  -2.4842  0.7991  1.7508  -0.0018
H  -3.0494  1.2288  3.3370  0.0000
H  1.3425  -2.4613  1.8407  -0.0003
H  2.4313  -4.0171  3.4424  0.0000
H  1.7542  -4.0615  5.8075  0.0000
H  -0.0655  -2.5729  6.6149  0.0001

Spin multiplicity: 5
ΔE to the lowest compared entry with this formula, charge and spin in kJ/mol: 131.0
LUMO energy (alpha / beta) in eV: 0.4 / 0.5
Net charge: 0
HOMO-LUMO gap (alpha / beta) in eV: 7.39 / 5.50

---

# C36H50Cl42O3

A 15-piece molecular cluster, C36H50Cl42O3 overall at a distorted geometry (ωB97M-V with the def2-TZVPD basis set, OMol25).

Each line ends with the Löwdin charge.
CARTESIAN COORDINATES (ANGSTROEM)
C  -1.5060  2.7696  2.4655  -0.1140
C  -0.8595  1.3081  2.5683  -0.2051
C  -0.3210  0.9452  1.1217  -0.2773
C  -1.3419  1.4588  -0.0074  -0.0699
C  -0.1177  -0.5770  0.8479  -0.0535
C  1.1148  -1.1180  0.4920  -0.0390
C  2.4147  -0.2726  0.3290  -0.1476
C  2.7358  0.1718  -1.1658  -0.1579
C  3.8639  -0.7346  -1.8598  -0.1877
C  4.9716  0.2236  -2.5178  -0.2077
C  4.3666  0.7626  -3.8945  -0.1906
C  4.9365  -0.1226  -5.0796  -0.1975
C  3.7978  -0.8984  -5.8683  -0.2331
C  2.6331  0.0318  -6.3976  -0.2003
C  3.0293  0.5332  -7.8490  -0.1948
C  2.3970  1.9499  -8.1347  -0.1735
C  0.8735  1.9259  -8.4953  -0.2432
O  0.5498  0.9742  -9.5172  -0.2410
C  -0.7040  1.2676  -10.1398  -0.1355
C  1.1619  -2.6668  0.2223  -0.2791
O  2.1805  -3.3439  0.3212  -0.0109
C  -0.1315  -3.4084  -0.2007  0.0155
C  -1.3333  -2.8645  0.1611  0.0047
C  -1.3606  -1.5095  0.9335  -0.2745
O  -2.3931  -1.2448  1.5416  0.0553
H  -2.5502  2.7468  2.0588  0.0528
H  -1.5167  3.2755  3.4735  0.0738
H  -0.9065  3.4439  1.7883  0.0754
H  -0.0678  1.3925  3.3564  0.1036
H  -1.6498  0.6240  2.9584  0.0531
H  0.6196  1.5446  0.9628  0.1295
H  -1.1240  0.8647  -0.9356  0.0907
H  -1.1507  2.5313  -0.2417  0.0514
H  -2.3810  1.2384  0.3402  0.0495
H  3.2726  -0.9197  0.6692  0.0788
H  2.4325  0.6391  0.9739  0.0959
H  3.2067  1.1985  -1.0915  0.1052
H  1.8293  0.2969  -1.8139  0.1116
H  3.3658  -1.3773  -2.6320  0.1009
H  4.4082  -1.3642  -1.1112  0.0534
H  5.8918  -0.3976  -2.6664  0.0865
H  5.2479  1.0618  -1.8244  0.0501
H  4.5138  1.8647  -4.0302  0.1084
H  3.2535  0.5956  -3.8412  0.0862
H  5.5455  0.5537  -5.7426  0.1046
H  5.6520  -0.9187  -4.7187  0.1050
H  3.4473  -1.7350  -5.1918  0.0561
H  4.3165  -1.3671  -6.7567  0.1084
H  2.4616  0.9488  -5.7704  0.0961
H  1.6867  -0.5750  -6.3625  0.0982
H  4.1559  0.6296  -7.8632  0.1091
H  2.7374  -0.2533  -8.5932  0.1140
H  2.5154  2.5958  -7.2192  0.1146
H  2.9753  2.4350  -8.9662  0.1123
H  0.2062  1.7050  -7.6039  0.1309
H  0.5921  2.9726  -8.8236  0.1188
H  -1.5083  0.5175  -9.8761  0.0175
H  -0.5752  1.2076  -11.2574  0.0961
H  -1.1191  2.2765  -9.8814  0.0898
H  -0.1252  -4.3655  -0.7810  0.1082
H  -2.3173  -3.3351  -0.0911  0.0066
C  -2.4945  -1.5178  5.5761  -1.5206
Cl  -3.7623  -1.9908  6.7161  0.5582
Cl  -2.2260  0.2272  5.6279  0.5592
Cl  -0.9985  -2.3850  5.9193  0.5302
H  -2.8217  -1.7802  4.5738  0.0097
C  2.5785  -5.2462  -4.5903  -1.5269
Cl  2.4542  -4.1359  -5.9569  0.5552
Cl  4.2714  -5.6345  -4.2566  0.5264
Cl  1.8100  -4.5450  -3.1610  0.5359
H  2.0613  -6.1657  -4.8453  0.0149
C  6.4581  0.1636  2.1191  -1.5366
Cl  4.9084  -0.1451  2.9002  0.5306
Cl  7.2174  -1.3680  1.6850  0.5302
Cl  6.2418  1.1829  0.6936  0.5521
H  7.1027  0.6868  2.8155  -0.0682
C  3.9380  -2.4810  5.6692  -1.5472
Cl  3.2693  -3.5213  6.9324  0.5228
Cl  2.8213  -1.1621  5.2959  0.4899
Cl  5.5137  -1.8456  6.1577  0.5138
H  4.0736  -3.0772  4.7717  0.0163
C  -4.7238  0.0052  9.6153  -1.5222
Cl  -5.3960  -1.0012  10.9019  0.5216
Cl  -5.8249  1.3322  9.1961  0.4946
Cl  -3.1469  0.6435  10.0937  0.5462
H  -4.5889  -0.6119  8.7337  -0.0642
C  -5.8492  -0.0601  0.8830  -1.5256
Cl  -6.6789  -0.6682  -0.5556  0.5011
Cl  -5.3231  1.6101  0.6257  0.5213
Cl  -6.8987  -0.1640  2.3024  0.5233
H  -4.9723  -0.6771  1.0608  -0.0067
C  6.4378  -4.5510  -0.8561  -1.5237
Cl  7.4059  -3.2074  -1.4834  0.5087
Cl  7.2289  -5.2704  0.5533  0.5192
Cl  4.8013  -4.0143  -0.4477  0.5725
H  6.3620  -5.3097  -1.6290  -0.0006
C  -2.4671  -2.3337  -8.6262  -1.5253
Cl  -3.0772  -3.3355  -7.3044  0.5049
Cl  -3.6180  -1.0475  -9.0108  0.5405
Cl  -0.8876  -1.6547  -8.2172  0.5647
H  -2.3512  -2.9612  -9.5043  0.0169
C  7.9463  4.0371  3.2911  -1.5182
Cl  8.6019  4.9419  1.9228  0.5302
Cl  6.2009  3.8096  3.1075  0.5266
Cl  8.7760  2.4838  3.4604  0.5587
H  8.1204  4.6126  4.1947  0.0144
C  -9.8263  -0.4925  10.9257  -1.5207
Cl  -11.1474  0.6403  10.6104  0.5257
Cl  -8.4052  -0.0725  9.9624  0.4801
Cl  -9.4244  -0.5168  12.6469  0.5292
H  -10.1536  -1.4867  10.6378  0.0167
C  -2.5942  4.4059  9.4486  -1.5593
Cl  -1.9848  5.0918  7.9371  0.5152
Cl  -1.3058  4.3170  10.6567  0.5145
Cl  -3.9553  5.3546  10.0581  0.5167
H  -2.9442  3.3975  9.2488  -0.0403
C  -4.8241  -3.8041  -2.7570  -1.5080
Cl  -6.2293  -2.7584  -2.9881  0.5128
Cl  -3.4936  -3.3171  -3.8114  0.5220
Cl  -4.3113  -3.7875  -1.0643  0.5813
H  -5.1112  -4.8187  -3.0144  0.0169
C  -2.9050  5.6853  -1.9128  -1.5418
Cl  -3.6554  5.5498  -3.5070  0.5238
Cl  -3.5490  4.4596  -0.8148  0.5181
Cl  -1.1464  5.5452  -2.0389  0.5164
H  -3.1406  6.6641  -1.5072  0.0137
C  -9.3375  1.9859  6.8275  -1.5610
Cl  -8.5466  0.5410  6.1871  0.5003
Cl  -8.4518  3.4412  6.3554  0.5227
Cl  -11.0157  2.0725  6.2791  0.5221
H  -9.3359  1.9221  7.9120  -0.0260

LUMO energy in eV: -1.1
Net charge: 0
HOMO-LUMO gap in eV: 8.51

---

# C21H16FN2O8S2

A 2-piece molecular cluster, C21H16FN2O8S2 overall at a distorted geometry (ωB97M-V with the def2-TZVPD basis set, OMol25).

Each line ends with the natural charge from an NBO analysis.
CARTESIAN COORDINATES (ANGSTROEM)
F  -0.6843  2.0050  2.1868  -0.3523
C  -0.1591  1.2042  1.2117  -0.4165
S  1.5412  1.7421  0.9716  2.1253
C  2.6198  0.4060  1.4727  -0.2546
C  3.2092  -0.3751  0.4777  -0.2047
C  3.9043  -1.5276  0.8428  -0.2234
C  4.0462  -1.8808  2.1866  -0.1987
C  3.5583  -1.0180  3.1750  -0.2199
C  2.8538  0.1370  2.8266  -0.1862
O  1.7370  1.8872  -0.4568  -0.9720
O  1.8264  2.8512  1.8440  -0.9351
S  -0.3931  -0.4904  1.7201  2.1139
C  -2.1675  -0.5295  1.8517  -0.3363
C  -2.7516  -1.7267  2.2763  -0.1774
C  -4.1160  -1.7212  2.5723  -0.2288
C  -4.8622  -0.5330  2.5459  -0.2063
C  -4.2793  0.6334  2.0516  -0.1909
C  -2.9416  0.5980  1.6496  -0.1685
O  0.0277  -1.4041  0.6746  -0.9628
O  0.0893  -0.7036  3.0742  -0.9457
H  3.0861  -0.0887  -0.5627  0.2435
H  4.3215  -2.1620  0.0636  0.2102
H  4.5306  -2.8249  2.4648  0.2086
H  3.7068  -1.2528  4.2332  0.2108
H  2.4815  0.8210  3.5958  0.2419
H  -2.1356  -2.6242  2.3485  0.2276
H  -4.5888  -2.6713  2.8359  0.2075
H  -5.9079  -0.5177  2.8672  0.2086
H  -4.8475  1.5573  1.9540  0.2258
H  -2.5111  1.4142  1.1031  0.2495
O  2.3967  -0.7654  -6.2711  -0.3947
N  1.9720  -1.4758  -5.3287  0.5039
O  2.0945  -2.7231  -5.3237  -0.3932
C  1.3024  -0.8371  -4.2376  0.0060
C  0.6584  -1.6008  -3.2377  -0.1817
C  -0.1031  -0.9717  -2.2602  -0.1885
C  -0.1519  0.4450  -2.1322  0.0522
C  -0.8950  1.0774  -1.0533  -0.0844
C  -1.2609  2.4028  -1.1361  -0.2342
N  -2.5895  2.8214  -0.9991  0.4704
O  -2.9278  4.0157  -1.1868  -0.4535
O  -3.4315  1.9144  -0.7288  -0.4972
C  0.4576  1.1859  -3.1837  -0.1162
C  1.1479  0.5609  -4.2119  -0.2087
H  0.7686  -2.6777  -3.2444  0.2422
H  -0.6681  -1.5750  -1.5591  0.2444
H  -1.4625  0.4285  -0.3852  0.2597
H  -0.5068  3.1580  -1.3703  0.2207
H  0.4063  2.2690  -3.1996  0.2188
H  1.5986  1.1426  -5.0088  0.2409

ΔE to the lowest compared entry with this formula, charge and spin in kJ/mol: 104.6
LUMO energy in eV: 0.8
Net charge: -1
HOMO-LUMO gap in eV: 5.53

---

| no. | DFT total energy (Eh) |
| --- | --- |
| 1 | -5079.74699 |
| 2 | -20955.31602 |
| 3 | -2417.24644 |